No. 1
This record from the Open Molecules 2025 dataset describes C4H11N2O in the gas phase at a distorted geometry. The level of theory is ωB97M-V/def2-TZVPD.

Results
* largest force on an atom: 1.15 eV/Å
* energy above the lowest of the compared OMol25 structures with the same formula, charge and spin: 34.7 kcal/mol
* highest occupied orbital energy (spin up / spin down): -9.03 / -9.01 eV
* calculated total energy: -9351.011 eV

```
! RIJCOSX wB97M-V def2-TZVPD def2/J DEFGRID3
* xyz 0 2
N 2.739 0.478 -0.210
C 1.904 0.092 0.960
C 0.505 -0.398 0.575
N -0.061 0.477 -0.482
C -1.524 0.432 -0.683
C -2.289 -0.871 -0.519
O -2.441 -1.293 0.774
H 2.934 1.475 -0.168
H 2.088 0.406 -0.978
H 2.389 -0.774 1.425
H 1.934 0.846 1.753
H -0.189 -0.425 1.422
H 0.613 -1.416 0.190
H 0.155 1.416 -0.153
H -1.658 0.714 -1.736
H -1.983 1.206 -0.061
H -3.253 -0.660 -1.018
H -1.863 -1.704 -1.089
*
```

No. 2
This record from the Open Molecules 2025 dataset describes a molecular structure, C24H21BCl2N6O2ReS at a distorted geometry. The level of theory is ωB97M-V/def2-TZVPD.

Results
* largest force on an atom: 1.32 eV/Å
* energy above the lowest of the compared OMol25 structures with the same formula, charge and spin: 89.0 kcal/mol
* highest occupied orbital energy: -10.79 eV
* calculated total energy: -76943.764 eV

```
! RIJCOSX wB97M-V def2-TZVPD def2/J DEFGRID3
* xyz 1 1
Re 1.099 -0.749 -1.639
C -1.426 2.163 0.034
C -0.064 1.780 -0.447
N -0.198 0.347 -0.796
N -1.497 -0.075 -0.353
C -2.195 1.100 0.118
B -2.332 -1.282 -1.027
N -0.466 -2.180 0.616
C -0.370 -3.189 1.513
C 0.786 -3.882 1.253
C 1.362 -3.225 0.167
N 0.596 -2.211 -0.217
N -1.704 -1.924 -2.237
C -2.374 -2.647 -3.159
C -1.486 -3.082 -4.114
C -0.258 -2.555 -3.716
N -0.403 -1.862 -2.590
H -1.695 3.163 0.333
H 0.276 2.333 -1.322
H -3.206 0.984 0.470
H -3.498 -1.074 -1.138
H -1.136 -3.342 2.252
H 1.168 -4.735 1.785
H 2.297 -3.407 -0.341
H -3.436 -2.795 -3.061
H -1.695 -3.681 -4.982
H 0.711 -2.626 -4.185
Cl 5.802 -0.959 -2.767
C 4.663 -0.439 -1.534
Cl 4.725 -1.446 -0.082
C 3.273 -0.467 -2.117
O 2.560 0.605 -2.150
O 2.733 -1.561 -2.565
H 4.901 0.578 -1.243
S 1.212 1.889 0.849
C 1.911 3.492 0.571
C 1.316 4.495 -0.184
C 1.955 5.721 -0.329
C 3.171 5.960 0.288
C 3.758 4.960 1.053
C 3.139 3.730 1.190
H 0.357 4.351 -0.663
H 1.486 6.494 -0.924
H 3.659 6.918 0.175
H 4.708 5.136 1.540
H 3.608 2.949 1.776
C -1.689 -1.417 0.402
C -2.455 -1.272 1.673
C -1.895 -0.589 2.753
C -2.612 -0.459 3.930
C -3.882 -1.017 4.034
C -4.437 -1.700 2.963
C -3.723 -1.824 1.777
H -0.904 -0.156 2.669
H -2.183 0.076 4.767
H -4.440 -0.917 4.956
H -5.425 -2.134 3.046
H -4.152 -2.346 0.930
*
```

No. 3
This record from the Open Molecules 2025 dataset describes 2 unconnected molecules or ions with the total composition C10H9NO at a distorted geometry. The level of theory is ωB97M-V/def2-TZVPD.

Results
* largest force on an atom: 3.73 eV/Å
* SMILES string: O=C=Nc1ccccc1.C#CC
* energy above the lowest of the compared OMol25 structures with the same formula, charge and spin: 79.1 kcal/mol
* highest occupied orbital energy: -9.10 eV
* calculated total energy: -14050.268 eV

```
! RIJCOSX wB97M-V def2-TZVPD def2/J DEFGRID3
* xyz 0 1
O 3.400 1.097 2.740
C 2.645 0.469 2.103
N 1.772 -0.137 1.532
C 1.283 -0.911 0.478
C 1.418 -2.273 0.501
C 0.825 -3.020 -0.552
C 0.195 -2.358 -1.585
C 0.139 -0.976 -1.632
C 0.715 -0.226 -0.580
H 1.626 -2.901 1.452
H 0.794 -4.150 -0.530
H -0.146 -3.020 -2.522
H -0.404 -0.488 -2.361
H 0.497 0.824 -0.530
C -2.045 0.759 0.624
C -1.523 1.837 0.534
C -1.023 3.195 0.298
H -2.453 -0.119 0.217
H -0.331 3.063 -0.535
H -0.683 3.480 1.249
H -1.984 3.659 -0.065
*
```

No. 4
This record from the Open Molecules 2025 dataset describes 13 unconnected molecules or ions with the total composition C52H104O13 at a distorted geometry. The level of theory is ωB97M-V/def2-TZVPD.

Results
* largest force on an atom: 4.49 eV/Å
* energy above the lowest of the compared OMol25 structures with the same formula, charge and spin: 148.0 kcal/mol
* highest occupied orbital energy: -8.80 eV
* calculated total energy: -82215.822 eV

```
! RIJCOSX wB97M-V def2-TZVPD def2/J DEFGRID3
* xyz 0 1
C -20.595 -18.674 -27.610
C -20.148 -19.112 -29.013
C -18.818 -18.335 -29.236
O -18.576 -17.621 -28.026
C -19.768 -17.451 -27.289
H -20.275 -19.499 -26.966
H -21.674 -18.556 -27.523
H -20.814 -18.899 -29.852
H -19.963 -20.185 -29.064
H -18.851 -17.614 -30.058
H -17.944 -18.973 -29.376
H -20.286 -16.552 -27.656
H -19.562 -17.309 -26.231
C -24.566 -23.191 -28.051
C -23.048 -22.980 -27.923
C -22.804 -21.502 -28.312
O -24.108 -20.939 -28.432
C -25.002 -21.965 -28.819
H -25.029 -23.144 -27.065
H -24.874 -24.105 -28.556
H -22.500 -23.652 -28.588
H -22.671 -23.236 -26.934
H -22.313 -21.443 -29.289
H -22.239 -20.971 -27.551
H -24.990 -22.106 -29.910
H -26.026 -21.639 -28.626
C -23.703 -15.091 -24.369
C -22.494 -15.235 -23.451
C -21.670 -16.304 -24.216
O -22.281 -16.470 -25.496
C -23.080 -15.319 -25.729
H -24.235 -14.137 -24.373
H -24.440 -15.876 -24.177
H -22.725 -15.517 -22.427
H -22.057 -14.235 -23.484
H -21.547 -17.244 -23.682
H -20.660 -15.897 -24.347
H -23.823 -15.513 -26.501
H -22.442 -14.484 -26.051
C -23.893 -13.275 -27.148
C -22.497 -13.673 -27.598
C -21.676 -12.450 -27.197
O -22.368 -11.836 -26.093
C -23.565 -12.565 -25.857
H -24.506 -14.156 -26.935
H -24.436 -12.637 -27.845
H -22.426 -13.868 -28.670
H -22.171 -14.576 -27.077
H -21.529 -11.782 -28.049
H -20.665 -12.711 -26.876
H -24.388 -11.964 -25.466
H -23.390 -13.316 -25.071
C -23.071 -16.410 -29.187
C -22.117 -16.191 -30.348
C -23.023 -16.637 -31.518
O -23.897 -17.634 -31.015
C -23.814 -17.681 -29.585
H -23.713 -15.539 -29.044
H -22.528 -16.575 -28.254
H -21.242 -16.835 -30.269
H -21.843 -15.141 -30.436
H -22.446 -17.017 -32.364
H -23.631 -15.777 -31.818
H -23.278 -18.595 -29.300
H -24.791 -17.854 -29.126
C -17.047 -15.583 -33.384
C -18.382 -16.160 -33.883
C -18.837 -17.010 -32.684
O -18.225 -16.435 -31.551
C -16.916 -16.040 -31.936
H -17.066 -14.490 -33.417
H -16.259 -15.833 -34.096
H -18.156 -16.731 -34.782
H -19.120 -15.383 -34.074
H -18.590 -18.078 -32.763
H -19.922 -17.048 -32.557
H -16.209 -16.867 -31.791
H -16.541 -15.232 -31.308
C -27.085 -16.972 -33.379
C -25.990 -16.355 -34.240
C -25.690 -14.993 -33.585
O -26.249 -15.111 -32.280
C -26.634 -16.455 -32.022
H -27.103 -18.060 -33.396
H -28.061 -16.544 -33.608
H -26.235 -16.233 -35.300
H -25.124 -17.023 -34.285
H -26.213 -14.194 -34.113
H -24.612 -14.806 -33.556
H -27.438 -16.420 -31.282
H -25.800 -17.016 -31.587
C -28.167 -18.680 -29.219
C -29.584 -18.202 -29.602
C -29.558 -18.277 -31.124
O -28.217 -18.480 -31.540
C -27.338 -18.284 -30.428
H -28.138 -19.757 -29.042
H -27.763 -18.209 -28.319
H -29.674 -17.174 -29.251
H -30.312 -18.821 -29.084
H -29.963 -17.350 -31.544
H -30.206 -19.058 -31.525
H -27.063 -17.222 -30.394
H -26.445 -18.885 -30.591
C -22.139 -15.353 -37.381
C -21.281 -15.372 -36.126
C -21.606 -16.763 -35.554
O -22.786 -17.186 -36.234
C -23.381 -16.095 -36.938
H -21.697 -15.883 -38.225
H -22.376 -14.326 -37.681
H -21.513 -14.487 -35.534
H -20.242 -15.253 -36.440
H -21.791 -16.702 -34.476
H -20.848 -17.530 -35.705
H -24.024 -15.505 -36.270
H -24.030 -16.497 -37.715
C -26.090 -19.548 -25.821
C -24.957 -18.546 -25.671
C -24.032 -19.095 -24.573
O -24.613 -20.336 -24.153
C -25.477 -20.779 -25.180
H -26.421 -19.788 -26.830
H -26.967 -19.257 -25.233
H -25.350 -17.564 -25.393
H -24.482 -18.391 -26.644
H -24.072 -18.470 -23.680
H -23.009 -19.167 -24.951
H -26.170 -21.534 -24.807
H -24.872 -21.274 -25.958
C -21.525 -14.074 -32.320
C -21.853 -12.703 -32.921
C -21.440 -11.763 -31.780
O -20.785 -12.542 -30.804
C -20.345 -13.744 -31.390
H -21.306 -14.861 -33.050
H -22.323 -14.509 -31.712
H -22.911 -12.708 -33.189
H -21.319 -12.507 -33.851
H -22.308 -11.266 -31.337
H -20.839 -10.921 -32.142
H -20.148 -14.579 -30.719
H -19.448 -13.617 -32.012
C -28.108 -14.904 -26.635
C -27.772 -14.710 -28.123
C -26.256 -14.617 -28.071
O -25.974 -13.905 -26.890
C -26.870 -14.325 -25.877
H -28.159 -15.965 -26.400
H -28.995 -14.345 -26.340
H -28.217 -13.824 -28.573
H -28.061 -15.556 -28.751
H -25.772 -14.142 -28.925
H -25.812 -15.625 -28.018
H -27.092 -13.519 -25.183
H -26.453 -15.171 -25.316
C -23.053 -20.911 -34.596
C -23.313 -20.561 -33.122
C -21.965 -20.025 -32.638
O -21.326 -19.579 -33.811
C -21.572 -20.549 -34.821
H -23.663 -20.325 -35.279
H -23.255 -21.969 -34.779
H -23.658 -21.394 -32.511
H -24.094 -19.801 -33.139
H -21.352 -20.765 -32.108
H -22.034 -19.202 -31.926
H -20.880 -21.391 -34.691
H -21.347 -20.138 -35.804
*
```

No. 5
This record from the Open Molecules 2025 dataset describes 3 unconnected molecules or ions with the total composition C3H14NO2S at a distorted geometry. The level of theory is ωB97M-V/def2-TZVPD.

Results
* largest force on an atom: 2.63 eV/Å
* energy above the lowest of the compared OMol25 structures with the same formula, charge and spin: 18.6 kcal/mol
* highest occupied orbital energy: -13.08 eV
* calculated total energy: -19751.994 eV

```
! RIJCOSX wB97M-V def2-TZVPD def2/J DEFGRID3
* xyz 1 1
C 2.125 -0.563 -0.935
C 0.921 0.382 -0.858
C -0.013 0.125 -2.025
S -1.428 1.334 -2.140
N 0.167 0.036 0.426
H 2.082 -1.381 -0.212
H 3.086 -0.074 -0.745
H 2.365 -0.972 -1.920
H 1.203 1.433 -0.849
H 0.564 0.120 -2.950
H -0.500 -0.849 -2.029
H -0.980 2.306 -2.947
H 0.394 0.692 1.182
H -0.838 0.267 0.360
H 0.358 -0.943 0.569
H -1.072 -0.176 4.080
H -0.088 0.654 4.893
O -0.231 0.299 3.987
H -2.899 -1.317 0.017
H -2.842 -0.440 1.369
O -2.373 -0.932 0.728
*
```

No. 6
This record from the Open Molecules 2025 dataset describes C23H28N4O2S in the gas phase at a distorted geometry. The level of theory is ωB97M-V/def2-TZVPD.

Results
* largest force on an atom: 1.16 eV/Å
* SMILES string: CCCC(=O)N1CCN(c2ccc(NC(=S)NC(=O)c3cccc(C)c3)cc2)CC1
* energy above the lowest of the compared OMol25 structures with the same formula, charge and spin: 8.6 kcal/mol
* highest occupied orbital energy: -7.40 eV
* calculated total energy: -45197.886 eV

```
! RIJCOSX wB97M-V def2-TZVPD def2/J DEFGRID3
* xyz 0 1
C -10.061 -1.198 -1.595
C -9.130 -0.005 -1.429
C -7.762 -0.430 -0.899
C -6.842 0.772 -0.754
O -7.217 1.907 -0.974
N -5.561 0.516 -0.382
C -4.991 -0.756 -0.001
C -4.461 -0.652 1.441
N -3.496 0.415 1.579
C -2.156 0.193 1.285
C -1.669 -1.035 0.826
C -0.326 -1.243 0.585
C 0.594 -0.221 0.787
N 1.962 -0.314 0.540
C 2.719 -1.311 0.077
S 2.278 -2.850 -0.333
N 4.073 -1.016 -0.083
C 4.730 0.162 0.140
O 4.168 1.170 0.542
C 6.179 0.133 -0.173
C 6.957 -1.017 -0.069
C 8.305 -0.956 -0.374
C 8.879 0.234 -0.786
C 8.119 1.395 -0.881
C 8.738 2.680 -1.336
C 6.772 1.331 -0.563
C 0.126 1.002 1.272
C -1.211 1.201 1.520
C -4.111 1.677 1.213
C -4.629 1.616 -0.229
H -11.027 -0.875 -1.975
H -9.642 -1.918 -2.296
H -10.219 -1.700 -0.642
H -9.567 0.718 -0.740
H -8.996 0.499 -2.387
H -7.309 -1.147 -1.588
H -7.882 -0.913 0.074
H -5.727 -1.553 -0.070
H -4.158 -0.984 -0.679
H -4.029 -1.597 1.767
H -5.301 -0.416 2.105
H -2.336 -1.860 0.636
H 0.000 -2.203 0.224
H 2.489 0.550 0.719
H 4.599 -1.797 -0.455
H 6.535 -1.948 0.281
H 8.913 -1.844 -0.288
H 9.931 0.266 -1.027
H 9.771 2.752 -1.006
H 8.729 2.730 -2.426
H 8.182 3.534 -0.955
H 6.153 2.215 -0.618
H 0.829 1.801 1.458
H -1.521 2.153 1.921
H -3.403 2.496 1.307
H -4.947 1.860 1.895
H -5.156 2.534 -0.494
H -3.783 1.467 -0.911
*
```

No. 7
This record from the Open Molecules 2025 dataset describes a molecular structure, C22H26ClIN7O3PRhS3. The level of theory is ωB97M-V/def2-TZVPD.

Results
* largest force on an atom: 0.83 eV/Å
* highest occupied orbital energy (spin up / spin down): -7.07 / -7.05 eV
* calculated total energy: -105240.235 eV

```
! RIJCOSX wB97M-V def2-TZVPD def2/J DEFGRID3
* xyz 0 2
Rh 0.056 0.618 0.330
C -2.868 -4.699 3.071
C -1.837 -3.598 3.109
O -2.207 -2.615 2.120
P -1.462 -1.217 2.071
S -2.197 -0.133 0.584
S 0.515 -1.324 1.846
O -1.901 -0.627 3.486
C -1.165 0.369 4.218
C -1.148 -0.022 5.675
H -2.599 -5.482 3.781
H -2.920 -5.137 2.075
H -3.852 -4.312 3.334
H -0.842 -3.974 2.863
H -1.801 -3.120 4.089
H -1.663 1.326 4.060
H -0.157 0.439 3.814
H -2.162 -0.137 6.059
H -0.642 0.750 6.258
H -0.614 -0.963 5.814
Cl 5.880 -1.306 -3.091
C 4.239 -1.246 -2.508
C 3.403 -2.306 -2.722
C 2.069 -2.278 -2.298
I 0.816 -3.883 -2.721
C 1.511 -1.190 -1.619
O 0.286 -1.099 -1.271
C 2.441 -0.107 -1.345
N 1.937 0.952 -0.650
C 2.653 2.040 -0.512
C 3.965 2.146 -1.004
C 4.529 1.076 -1.629
C 3.770 -0.098 -1.831
H 3.775 -3.175 -3.247
H 2.188 2.855 0.029
H 4.514 3.066 -0.858
H 5.544 1.116 -2.000
N -1.403 0.795 -2.677
C -1.820 1.827 -1.927
S -0.774 2.542 -0.772
N -3.079 2.228 -2.167
C -3.956 3.147 -1.527
C -5.293 3.044 -1.908
C -6.247 3.883 -1.362
C -5.877 4.838 -0.426
C -4.547 4.940 -0.054
C -3.578 4.108 -0.599
H -0.571 0.319 -2.326
H -2.094 0.137 -3.011
H -3.558 1.678 -2.866
H -5.590 2.291 -2.630
H -7.280 3.785 -1.667
H -6.619 5.495 0.008
H -4.244 5.682 0.673
H -2.550 4.204 -0.296
N 3.703 -0.037 1.970
C 3.832 0.618 3.134
N 4.936 0.380 3.876
N 2.984 1.517 3.595
C 1.945 1.776 2.822
N 1.030 2.004 2.148
H 4.317 -0.792 1.722
H 2.827 0.028 1.467
H 5.495 -0.438 3.713
H 4.945 0.780 4.798
*
```